Density functional theory data (ωB97M-V/def2-TZVPD) for C17H24N7OPtS as an isolated structure.

Cartesian coordinates (Å):
1 Pt 0.87100 -0.08456 -0.47724
2 C -3.10317 0.00959 -3.84155
3 N -1.72652 0.43293 -4.05429
4 C -1.62301 1.86636 -4.24103
5 C -0.71204 -0.15625 -3.27407
6 N 0.21084 0.46365 -2.65422
7 N -0.74725 -1.54202 -3.31463
8 C -0.05050 -2.41310 -2.48261
9 N -0.66026 -3.68335 -2.43425
10 N 1.02662 -2.06965 -1.91417
11 H -3.71292 0.39475 -4.65980
12 H -3.51536 0.39005 -2.89769
13 H -3.19848 -1.07380 -3.84395
14 H -2.29126 2.15212 -5.05395
15 H -0.60590 2.12739 -4.52783
16 H -1.90371 2.43385 -3.34358
17 H 0.15095 1.47116 -2.67882
18 H -1.45190 -1.96087 -3.89101
19 H -1.66756 -3.64769 -2.34206
20 H -0.26458 -4.24688 -1.69711
21 H 1.44093 -2.77633 -1.31641
22 O 3.61330 -0.86735 0.17329
23 N 4.00109 0.08245 0.94601
24 C 4.84873 -0.22751 1.95581
25 C 5.38974 0.71166 2.79702
26 C 5.07213 2.05068 2.59402
27 C 4.18969 2.37014 1.58748
28 C 3.59803 1.39917 0.76265
29 S 2.47135 1.87180 -0.44237
30 H 5.07474 -1.28015 2.02865
31 H 6.06024 0.40176 3.58607
32 H 5.50197 2.82404 3.21763
33 H 3.91365 3.39634 1.39382
34 C -2.79602 -1.48690 0.53981
35 C -2.43163 -0.74283 1.79381
36 C -3.35149 -0.49974 2.79334
37 C -3.01598 0.24213 3.92317
38 C -1.73360 0.78165 4.00986
39 C -0.78193 0.56845 3.03257
40 C 0.57506 1.21062 3.09464
41 C -1.08036 -0.26566 1.90477
42 N -0.15380 -0.67245 1.05300
43 H -3.82572 -1.85055 0.57763
44 H -2.11369 -2.32954 0.39051
45 H -2.67992 -0.82823 -0.32716
46 H -4.36111 -0.89109 2.69281
47 H -3.74622 0.42354 4.70287
48 H -1.47928 1.39826 4.86816
49 H 0.68332 1.81319 3.99891
50 H 0.72361 1.85062 2.22057
51 H 1.36819 0.45812 3.07095

LUMO (alpha / beta) in eV: 2.46 / 2.46
Total charge: -1
Spin multiplicity: 3
Kohn-Sham gap (alpha / beta) in eV: 4.98 / 5.22
ΔE to the lowest compared entry with this formula, charge and spin in eV: 0.936
Electronic energy in hartree: -1638.14267
HOMO level (alpha / beta) in eV: -2.52 / -2.77

Population analysis type Löwdin, resulting atomic charges in e: Pt 0.686; C -0.074; N -0.179; C -0.088; C -0.442; N 0.044; N 0.126; C -0.539; N 0.109; N 0.072; H 0.081; H 0.094; H 0.069; H 0.082; H 0.089; H 0.097; H 0.035; H 0.115; H 0.075; H 0.083; H 0.061; O -0.190; N -0.260; C -0.056; C -0.102; C -0.118; C -0.134; C -0.700; S 0.492; H 0.121; H 0.090; H 0.091; H 0.087; C -0.088; C -0.247; C -0.105; C -0.141; C -0.098; C -0.236; C -0.075; C -0.393; N -0.159; H 0.060; H 0.057; H 0.057; H 0.090; H 0.074; H 0.093; H 0.064; H 0.055; H 0.071

Density functional theory data (ωB97M-V/def2-TZVPD) for one molecule with the formula C16H18N4OS.

Cartesian coordinates (Å):
1 C 0.51056 1.25537 -2.76434
2 C -0.18474 2.33323 -1.93037
3 C 0.67992 3.59285 -1.83805
4 C -0.51961 1.81897 -0.55342
5 C 0.47414 1.38842 0.31854
6 C 0.16728 0.92575 1.58310
7 C -1.15925 0.86716 2.00104
8 N -1.51195 0.39454 3.27945
9 C -0.82680 -0.49667 4.04466
10 S -0.87078 -0.42356 5.69131
11 N -0.22080 -1.55472 3.44903
12 N -0.24016 -1.82640 2.08866
13 C 0.90573 -2.09000 1.40150
14 O 1.98663 -2.12951 1.95067
15 C 0.71093 -2.34606 -0.05025
16 C 1.65846 -3.12084 -0.71801
17 C 1.51165 -3.34255 -2.07502
18 C 0.42174 -2.77178 -2.71689
19 N -0.46675 -2.01158 -2.09879
20 C -0.32708 -1.79998 -0.80400
21 C -2.16084 1.31427 1.14604
22 C -1.83748 1.78286 -0.11336
23 H 1.45982 0.97046 -2.31655
24 H 0.70420 1.62780 -3.76770
25 H -0.11391 0.36762 -2.83720
26 H -1.12192 2.59887 -2.43157
27 H 1.63918 3.37044 -1.37767
28 H 0.86170 3.99639 -2.83150
29 H 0.18093 4.35332 -1.24124
30 H 1.50990 1.42137 0.01770
31 H 0.95854 0.62725 2.25454
32 H -2.15383 0.97259 3.80607
33 H 0.44734 -2.08581 3.99407
34 H -1.15254 -1.86942 1.65832
35 H 2.48705 -3.53090 -0.15960
36 H 2.22312 -3.94039 -2.62225
37 H 0.25209 -2.91739 -3.77531
38 H -1.06555 -1.13863 -0.36868
39 H -3.18986 1.29277 1.47417
40 H -2.62707 2.12389 -0.76707

LUMO in eV: 0.16
SMILES string: CC(C)c1ccc(NC(=S)NNC(=O)c2cccnc2)cc1
Kohn-Sham gap in eV: 8.36
ΔE to the lowest compared entry with this formula, charge and spin in eV: 0.680
Electronic energy in hartree: -1312.96195
HOMO level in eV: -8.21

Population analysis type Löwdin, resulting atomic charges in e: C -0.063; C -0.385; C -0.063; C -0.222; C -0.023; C -0.019; C -0.265; N 0.050; C -0.901; S 0.607; N 0.022; N 0.072; C -0.454; O 0.087; C -0.110; C 0.006; C -0.042; C -0.135; N 0.067; C -0.096; C -0.021; C -0.029; H 0.078; H 0.079; H 0.058; H 0.132; H 0.076; H 0.077; H 0.082; H 0.120; H 0.124; H 0.127; H 0.138; H 0.155; H 0.123; H 0.105; H 0.108; H 0.107; H 0.114; H 0.114

Q: What is the ΔE to the lowest compared entry with this formula, charge and spin in the first record?
A: 0.936 eV